Below is a cluster of 13 separate species, C4H24BO20 in total at a distorted geometry, with properties calculated with the ωB97M-V functional and the def2-TZVPD basis.

```
49
Properties=species:S:1:pos:R:3:mulliken_charge:R:1
O 0.464 -2.951 1.811 -0.78
C -0.195 -2.223 1.115 0.65
O -0.038 -0.941 1.021 -0.26
B -0.969 -0.380 0.008 1.41
O -1.802 -1.538 -0.380 -0.55
C -1.448 -2.639 0.262 0.52
O -1.867 -3.770 0.212 -0.66
O -0.267 0.138 -1.155 -0.76
C -0.460 1.415 -1.331 0.59
O 0.058 2.222 -2.096 -0.51
C -1.522 1.868 -0.254 0.52
O -1.730 0.774 0.517 -0.60
O -2.021 2.947 -0.045 -0.95
O 3.432 3.759 -2.367 -0.65
H 3.077 2.866 -2.380 0.31
H 4.360 3.649 -2.150 0.30
O 1.022 5.069 -2.206 -0.64
H 1.923 4.763 -2.352 0.39
H 0.762 4.662 -1.365 0.39
O 0.807 -4.923 4.287 -0.69
H 0.878 -4.789 3.335 0.36
H 0.427 -4.105 4.617 0.31
O 2.956 -2.335 0.551 -0.66
H 2.293 -2.732 1.124 0.36
H 2.548 -2.342 -0.321 0.39
O 1.211 -5.509 1.523 -0.77
H 2.071 -5.601 1.942 0.29
H 1.046 -4.552 1.512 0.59
O -3.228 5.334 -0.527 -0.67
H -2.832 4.475 -0.339 0.56
H -3.545 5.261 -1.429 0.28
O 1.676 -2.367 -2.136 -0.63
H 2.097 -1.514 -2.277 0.32
H 0.781 -2.249 -2.463 0.28
O 0.075 4.526 0.234 -0.68
H -0.667 3.900 0.201 0.38
H -0.149 5.124 0.949 0.27
O -0.328 -6.299 -0.502 -0.69
H 0.072 -6.184 0.372 0.38
H -0.964 -5.584 -0.570 0.33
O 0.385 2.496 2.971 -0.59
H -0.007 3.070 3.633 0.28
H -0.355 1.994 2.619 0.29
O -0.858 2.246 -5.207 -0.61
H -0.498 1.711 -4.495 0.29
H -0.115 2.401 -5.793 0.30
O -2.695 -0.732 3.180 -0.59
H -3.227 -0.470 2.425 0.29
H -2.633 0.061 3.717 0.29
```

Results
2S+1 = 1
Energy above the lowest of the compared OMol25 structures with the same formula, charge and spin = 31.9 kcal per mole
Molecular weight = 403.0 g/mol
Charge = -1
LUMO level = 1.9 eV

Below is a structure of composition C4H24CuNO8 at a distorted geometry, with properties calculated with the ωB97M-V functional and the def2-TZVPD basis.

```
38
Properties=species:S:1:pos:R:3:mulliken_charge:R:1
Cu -2.948 0.831 -0.213 0.55
O -1.137 1.074 0.435 -1.84
H -0.483 0.497 -0.005 -0.74
C 2.362 -3.220 -0.872 -1.40
C 1.825 -2.148 0.050 -0.06
C 1.353 -0.839 -0.609 0.22
O 0.468 -1.119 -1.670 -0.39
C 0.290 -0.158 -2.675 -0.87
N 0.870 -2.725 0.964 -0.73
H 2.887 -4.025 -0.355 0.33
H 3.045 -2.769 -1.592 0.36
H 1.521 -3.562 -1.475 0.32
H 2.637 -1.759 0.665 0.46
H 2.310 -0.433 -0.935 0.36
H 0.825 -0.203 0.101 0.56
H -0.246 -0.675 -3.471 0.29
H 1.230 0.141 -3.140 0.33
H -0.283 0.720 -2.377 0.37
H 0.202 -3.037 0.273 0.41
H 0.382 -1.989 1.454 0.29
O -1.152 1.803 -1.541 -0.73
H -0.982 1.267 -0.765 1.50
H -1.963 2.268 -1.338 0.35
O -1.685 -0.494 1.683 -0.81
H -1.290 0.005 0.968 0.51
H -2.615 -0.271 1.647 0.48
O -0.344 1.082 2.394 -0.98
H -0.767 0.229 2.489 0.54
H -0.395 1.273 1.457 0.19
O -2.679 1.665 2.164 -0.78
H -2.095 1.709 1.407 0.66
H -2.092 1.585 2.916 0.38
O -0.892 3.229 0.717 -0.72
H -0.005 3.293 1.070 0.35
H -0.990 2.307 0.479 0.68
O 1.242 1.462 0.152 -0.61
H 0.344 1.155 0.278 -0.34
H 1.248 1.831 -0.730 0.51
```

Results
2S+1 = 1
Energy above the lowest of the compared OMol25 structures with the same formula, charge and spin = 260.0 kcal per mole
Molecular weight = 277.8 g/mol
Charge = 0
LUMO level = -2.5 eV

Q: Which value of 2S+1 does entry 1 give?
A: 1